# 1
{"formula": "C13H47F6O11PTl", "method": "wB97M-V/def2-TZVPD", "species": ["Tl", "P", "F", "F", "F", "F", "F", "F", "C", "C", "C", "O", "H", "H", "H", "H", "H", "H", "H", "C", "O", "H", "H", "H", "H", "C", "O", "H", "H", "H", "H", "C", "O", "H", "H", "H", "H", "C", "O", "H", "H", "H", "H", "C", "O", "H", "H", "H", "H", "C", "O", "H", "H", "H", "H", "C", "O", "H", "H", "H", "H", "C", "O", "H", "H", "H", "H", "C", "O", "H", "H", "H", "H", "C", "O", "H", "H", "H", "H"], "positions_angstrom": [[0.84978, -0.72898, -0.01797], [-1.60627, 2.32126, 0.71406], [-2.36020, 2.97946, 1.94004], [-2.81386, 1.38118, 0.37272], [-2.05631, 3.45054, -0.22265], [-0.61647, 1.73363, -0.48140], [-0.16054, 3.17135, 1.14158], [-1.12010, 1.07377, 1.74059], [0.85197, -4.51872, 1.14886], [1.15964, -3.25186, 1.86412], [2.64296, -3.05283, 1.94262], [0.53472, -1.97609, 1.49765], [1.13837, -4.54114, 0.10634], [-0.20937, -4.73830, 1.06026], [1.30604, -5.27838, 1.77075], [0.70329, -3.47790, 2.79243], [3.18537, -3.71110, 1.35216], [2.99670, -3.29261, 2.92188], [2.91594, -1.97395, 1.79291], [-0.29895, 8.00239, -1.29545], [-1.39335, 7.12702, -1.00577], [-0.51013, 8.52307, -2.19317], [-0.27622, 8.77722, -0.53053], [0.69795, 7.61353, -1.31703], [-1.44626, 7.04937, -0.05566], [2.22769, 1.01437, 2.88038], [1.65184, 1.01542, 1.48642], [3.27420, 1.00186, 2.84446], [2.07811, 2.00629, 3.27797], [1.82228, 0.10338, 3.28043], [1.13061, 1.77362, 1.40107], [-0.34238, -4.18119, -2.93540], [-0.05370, -2.85297, -2.53461], [0.54048, -4.69457, -3.34972], [-0.62586, -4.86975, -2.15983], [-1.19570, -4.15480, -3.62295], [-0.83024, -2.35785, -2.18204], [3.28032, -2.08615, -1.67108], [2.13556, -2.55217, -1.01546], [4.03149, -2.80303, -1.43182], [3.16430, -2.00732, -2.76760], [3.57235, -1.05431, -1.47255], [1.57963, -3.02778, -1.58662], [1.63734, -2.16781, 5.79661], [0.96669, -2.03524, 4.56490], [0.89545, -2.15425, 6.65576], [2.18769, -3.11932, 5.76923], [2.39773, -1.47003, 5.97596], [0.43517, -1.18215, 4.63486], [-1.83034, 0.38814, 5.10158], [-0.54782, 0.89627, 4.57229], [-2.64007, 1.11925, 4.84138], [-2.16522, -0.51802, 4.64479], [-1.60147, 0.37052, 6.15453], [-0.66790, 0.69699, 3.63732], [1.26689, 0.53050, -2.87556], [1.73923, 0.36108, -1.49628], [2.20854, 0.80357, -3.44759], [0.89882, -0.40508, -3.26518], [0.60591, 1.41392, -3.00400], [-3.37570, 3.05683, -3.69023], [-1.99365, 4.29418, -3.61452], [-2.62051, 3.20659, -4.29153], [-2.57382, 5.17632, -3.50094], [-1.49711, 3.91847, -2.75528], [-1.16161, 4.54793, -4.23560], [5.14498, 1.80440, 3.93884], [-2.95668, -0.52367, -5.75403], [-1.92479, -1.27336, -5.18296], [-3.68135, -0.11474, -5.00927], [-2.64510, 0.41354, -6.28325], [-3.60333, -1.04362, -6.43018], [-1.11759, -0.73192, -5.06082], [-2.32783, -1.75046, 0.00973], [-1.52666, -1.17360, -1.05865], [-2.91027, -0.91971, 0.49826], [-2.90091, -2.55100, -0.49996], [-1.64245, -2.27522, 0.77966], [-2.02791, -0.52429, -1.60022]], "atomic_forces_ev_per_a": [[0.22, 0.09, -1.49], [2.53, 0.40, 1.74], [0.05, -0.01, 0.33], [-0.74, -0.49, -1.03], [-0.41, 1.11, -1.14], [-0.82, -1.00, 0.32], [-1.12, -0.78, 0.30], [0.76, 0.10, -0.42], [-1.29, -0.15, -1.53], [0.12, 1.43, -0.86], [-0.03, 1.92, 1.31], [-0.89, -0.93, 0.65], [0.88, -0.17, -0.14], [-0.33, 0.07, 0.59], [0.21, -0.47, -0.29], [-0.19, 0.63, 1.40], [0.97, -0.85, -1.72], [0.13, 0.00, 1.06], [-0.08, -1.04, -0.12], [-1.06, 0.83, 1.37], [0.77, -0.05, -0.59], [-0.19, 0.19, -1.11], [0.08, 0.23, 0.16], [0.46, -1.03, -0.14], [-0.07, -0.21, 0.29], [-2.96, 0.94, -3.10], [3.30, -2.14, 2.49], [2.90, -0.75, -0.45], [-1.10, -0.14, 0.74], [0.03, -0.21, 1.11], [-1.82, 2.74, -0.49], [-0.67, -0.32, -0.75], [0.42, 0.03, 0.41], [-0.22, 0.81, -0.36], [-0.32, 0.07, 1.08], [0.46, -0.25, -0.31], [0.43, -0.68, -0.28], [0.79, 0.25, -1.77], [0.65, 1.55, 2.10], [1.12, -0.16, -0.08], [-0.23, -0.58, 0.30], [-0.22, -0.23, 0.94], [-1.63, -0.82, -1.64], [-1.32, -1.98, 0.90], [-0.74, 2.14, 0.10], [0.95, -0.11, -0.82], [-0.53, 0.01, 0.12], [0.93, 1.67, 0.14], [0.72, -1.34, -0.29], [0.54, 2.44, -0.22], [-1.12, -1.43, -0.30], [0.72, -0.31, 0.55], [0.31, -1.00, -0.02], [-0.76, -0.44, 0.39], [0.37, 0.62, -0.54], [1.63, 1.02, 0.75], [-0.82, 0.25, -0.50], [-0.91, -0.44, 0.58], [-0.41, -0.22, -0.23], [0.00, -0.82, 0.37], [0.22, -0.49, -0.85], [1.56, -0.84, -1.41], [-1.35, 0.21, 1.08], [-0.82, 0.52, 0.46], [-0.10, 0.05, 1.47], [0.54, 0.52, -0.69], [-0.46, -0.18, -0.28], [-1.05, 2.81, 0.29], [0.98, -0.12, 0.26], [0.59, -0.40, 0.08], [0.25, -0.90, 0.27], [0.21, -1.01, -0.51], [-0.97, -0.37, -0.28], [0.00, -0.53, 0.55], [0.53, 0.57, 0.04], [0.38, -1.23, -0.48], [-0.30, 0.60, 0.76], [-0.89, 1.17, -1.36], [0.25, -0.41, 0.79]], "homo_lumo_gap_ev": 1.50, "e_lumo_ev": -10.318, "energy_ha": -2463.5596, "total_charge": 1}

=====

# 2
{"formula": "C13H48N6O16", "method": "wB97M-V/def2-TZVPD", "species": ["C", "O", "N", "N", "H", "H", "H", "H", "C", "O", "N", "N", "H", "H", "H", "H", "C", "O", "N", "N", "H", "H", "H", "H", "C", "C", "O", "O", "H", "H", "H", "H", "H", "H", "C", "C", "O", "O", "H", "H", "H", "H", "H", "H", "C", "C", "O", "O", "H", "H", "H", "H", "H", "H", "C", "C", "O", "O", "H", "H", "H", "H", "H", "H", "C", "C", "O", "O", "H", "H", "H", "H", "H", "H", "O", "H", "H", "O", "H", "H", "O", "H", "H"], "positions_angstrom": [[-2.32076, 9.66184, -3.21832], [-3.07777, 10.40396, -2.61624], [-1.86870, 9.81593, -4.43790], [-1.92173, 8.49495, -2.72979], [-2.32756, 10.37675, -5.14147], [-1.17391, 9.14601, -4.73552], [-2.22049, 8.20420, -1.80984], [-1.46119, 7.85959, -3.36563], [-4.82992, 14.69991, -2.23868], [-4.96342, 15.69154, -2.84618], [-4.68850, 14.54795, -0.96969], [-4.78573, 13.47471, -2.77013], [-4.77739, 15.45343, -0.53116], [-4.92529, 13.66995, -0.53023], [-4.78321, 13.44598, -3.77971], [-4.39473, 12.69223, -2.26520], [0.08589, 14.34538, -0.59762], [-0.88990, 15.02731, -0.63410], [0.57765, 13.56835, -1.51123], [0.81681, 14.09560, 0.46242], [1.18724, 12.81780, -1.21939], [0.05113, 13.35544, -2.34642], [1.56914, 13.42180, 0.45211], [0.66225, 14.58658, 1.33141], [-2.40693, 17.86425, -1.21455], [-3.36395, 18.76963, -1.99216], [-3.64250, 18.17069, -3.25816], [-1.14080, 17.65718, -1.81235], [-2.71158, 16.81778, -1.20044], [-2.36523, 18.21166, -0.18224], [-3.06892, 19.79957, -2.19282], [-4.28033, 18.78578, -1.40218], [-4.15543, 17.39405, -3.02294], [-0.79402, 16.83315, -1.46259], [-5.07281, 10.36259, -7.89219], [-3.80442, 9.96497, -7.08132], [-2.82558, 11.00788, -6.79149], [-5.97721, 10.97196, -6.97300], [-5.66746, 9.49203, -8.16895], [-4.80343, 11.08355, -8.66405], [-3.26973, 9.20186, -7.64689], [-4.12153, 9.45495, -6.17170], [-3.10145, 11.89373, -7.03802], [-5.47275, 11.64970, -6.51718], [2.03535, 11.25600, -6.46406], [2.44086, 10.30939, -5.28990], [1.40071, 10.07954, -4.33098], [0.68051, 10.79518, -6.82118], [2.76062, 11.23062, -7.27736], [1.99816, 12.28671, -6.11144], [3.48149, 10.44813, -4.99671], [2.51167, 9.34397, -5.79093], [0.63279, 9.77803, -4.82188], [0.49460, 11.43033, -7.51662], [-1.30345, 13.48160, -4.38409], [-1.14272, 14.94874, -4.89986], [-0.51654, 15.81725, -3.93242], [-0.10901, 12.84798, -4.14496], [-1.74482, 12.96622, -5.23713], [-2.00701, 13.39043, -3.55656], [-2.02945, 15.44286, -5.29692], [-0.39769, 14.94739, -5.69549], [-0.94129, 16.67517, -4.00432], [-0.10901, 11.95240, -4.49070], [4.29738, 16.91035, -2.99407], [2.78488, 16.59229, -3.13747], [2.13193, 16.25750, -4.41108], [4.64652, 17.57576, -4.14701], [4.84775, 15.98763, -2.81023], [4.41993, 17.39928, -2.02761], [2.19614, 17.39470, -2.69295], [2.39576, 15.82642, -2.46656], [1.21903, 16.02275, -4.22909], [5.38651, 17.14688, -4.58299], [-0.29896, 17.22066, -7.54144], [0.58106, 17.59267, -7.48309], [-0.61497, 17.20896, -6.63798], [-4.79085, 13.39426, -5.67562], [-5.59087, 13.86336, -5.91255], [-4.14192, 13.68842, -6.31482], [-1.70417, 18.36976, -5.21194], [-2.18958, 18.97027, -5.77764], [-2.27126, 18.24584, -4.45082]], "atomic_forces_ev_per_a": [[-1.80, 0.54, 1.10], [-0.23, 0.64, 0.25], [1.49, 0.69, -2.53], [0.97, -2.43, 1.64], [0.08, 0.54, -0.24], [-0.48, 0.28, -0.44], [0.18, 0.06, -0.35], [-0.23, -0.17, 0.71], [0.53, -5.31, -1.16], [-0.58, 4.98, -2.29], [0.28, 2.05, 5.33], [-0.31, -1.50, -2.35], [-0.01, -0.53, 1.05], [0.10, 0.63, 0.14], [0.14, -0.41, -0.21], [0.04, 0.14, -0.35], [0.25, -1.50, 0.45], [-2.11, 2.39, -0.21], [0.44, -2.25, -4.48], [1.96, 0.74, 5.43], [-0.20, 0.27, -0.46], [0.22, 0.11, -0.33], [-0.30, 0.51, 0.10], [-0.04, -0.09, -0.27], [0.45, -0.74, -0.17], [0.25, -1.22, -0.42], [0.04, 0.85, 0.30], [0.48, 1.86, -0.31], [-1.52, 0.16, 0.33], [0.32, 0.23, 0.28], [0.47, -0.12, 0.28], [-0.21, 0.23, 0.15], [-0.34, -0.93, -0.49], [-0.04, -0.51, 0.01], [0.35, 0.49, 2.37], [0.15, -0.11, -1.29], [-0.45, -1.79, 0.25], [-0.32, 0.03, -0.24], [0.67, -0.20, -0.77], [-0.07, -0.40, -0.49], [0.25, -0.02, -0.22], [-0.12, 0.36, 0.27], [-0.56, 0.79, -0.40], [-0.01, 0.69, 0.38], [-0.91, -0.61, 2.14], [-0.79, -1.34, -2.63], [1.19, 1.09, 0.68], [2.08, 0.84, -0.15], [-0.10, -0.46, -0.16], [-0.25, 0.15, 0.03], [-0.50, 0.64, 1.21], [0.27, -0.32, -0.36], [0.09, 0.21, -0.32], [-1.08, -0.07, -0.31], [-1.91, 1.41, -1.83], [1.52, -0.40, 0.42], [-0.39, -0.44, 0.41], [1.96, -0.09, 0.75], [-0.62, 0.10, -0.12], [0.02, 0.22, 0.28], [-0.38, -0.58, 0.22], [-0.25, -0.56, -0.55], [0.03, 0.25, 0.27], [-0.11, -0.13, -0.03], [-2.17, -2.26, -0.10], [-2.84, -0.39, 0.65], [3.08, 0.69, 0.18], [1.23, 1.18, -0.61], [0.26, -0.32, -0.62], [0.02, 0.95, -0.21], [0.29, 0.97, -0.38], [0.99, -0.72, 0.44], [-0.70, -0.08, 0.50], [-0.08, 0.01, 0.11], [0.04, -0.11, -0.58], [0.22, 0.04, 0.11], [-0.26, 0.17, 0.46], [-0.46, -0.90, 0.98], [-0.56, 0.45, -0.27], [0.93, 0.46, -0.93], [0.78, -0.04, -0.47], [-0.08, 0.01, -0.22], [-0.74, -0.07, 0.69]], "homo_lumo_gap_ev": [2.27, 9.04], "e_lumo_ev": [2.306, 2.262], "s2": 0.750, "spin_multiplicity": 2, "energy_ha": -2056.4200, "total_charge": -1}